## w
Molecular formula: H14O7
Method: DFT, ωB97M-V/def2-TZVPD

## Properties
HOMO energy = -0.3927 hartree
Total charge = 0
SMILES = O.O.O.O.O.O.O
2S+1 = 1

Positions of all 21 atoms, in Å:
O  0.53952  0.48252  1.50495
H  1.44052  0.29452  1.29195
H  0.24152  -0.25148  2.05795
O  0.43952  -2.55248  -0.04105
H  0.34852  -2.34148  0.88295
H  0.60152  -3.50748  -0.11505
O  -3.17348  -0.26148  1.11795
H  -2.45348  -0.05148  0.49995
H  -3.97448  0.02352  0.62095
O  0.01552  3.12852  1.38995
H  -0.00048  3.46952  0.47895
H  0.29452  2.20252  1.34695
O  -1.06448  -0.11148  -0.65705
H  -0.48648  0.27552  -0.03505
H  -0.81148  -1.03848  -0.57705
O  0.59852  1.22652  -2.79605
H  0.06952  1.95252  -3.17205
H  -0.02748  0.57352  -2.54105
O  2.44852  -0.86848  -0.66705
H  3.18752  -1.15548  -0.09705
H  1.76652  -1.48948  -0.49405

## x
Molecular formula: H14O7
Method: DFT, ωB97M-V/def2-TZVPD

## Properties
HOMO energy = -0.3829 hartree
Total charge = 0
SMILES = O.O.O.O.O.O.O
2S+1 = 1

Positions of all 21 atoms, in Å:
O  2.63774  1.41843  -0.89344
H  2.76222  2.17493  -0.29911
H  1.74623  1.08757  -0.82694
O  0.03522  -0.03187  -2.78084
H  0.65102  0.10484  -3.49913
H  -0.83732  -0.05153  -3.25485
O  1.05959  -0.88272  1.82423
H  0.90438  -0.36231  1.01670
H  1.90314  -0.53489  2.12912
O  0.02316  0.91548  -0.24854
H  -0.05362  0.78013  -1.18489
H  -0.88489  1.13590  0.08929
O  1.12689  -2.05935  -1.39162
H  0.77364  -2.28224  -0.55794
H  0.82732  -1.22032  -1.67381
O  -2.03299  1.03647  2.00831
H  -2.48077  0.98847  2.81012
H  -1.09885  1.24019  2.32415
O  -2.11746  -1.35675  1.22920
H  -2.07048  -0.44355  1.45632
H  -2.87419  -1.65688  1.72367

Stability summary: most stable w, least stable x.

## w
Molecular formula: C5H10N
Method: DFT, ωB97M-V/def2-TZVPD

## Properties
HOMO energy = -0.5055 hartree
Total charge = +1
2S+1 = 1

Positions of all 16 atoms, in Å:
C  -1.49507  -0.49155  -1.09961
C  -2.27794  -0.90929  -2.07848
C  -0.17021  1.35010  -0.27574
N  -0.76956  0.72368  -1.20959
H  -1.42061  -1.01807  -0.16118
H  -2.35321  -0.44161  -3.05092
H  -2.90800  -1.76306  -1.88830
H  0.21529  2.33353  -0.50594
H  -0.02906  0.82484  0.66778
H  -0.82905  1.15520  -2.13052
C  1.79207  -0.83550  2.28971
C  2.18407  0.24693  1.63860
H  1.38528  -0.84050  3.28988
H  1.94477  -1.79986  1.82636
H  2.15929  1.24798  2.05981
H  2.57194  0.21719  0.62811

## x
Molecular formula: C5H10N
Method: DFT, ωB97M-V/def2-TZVPD

## Properties
HOMO energy = -0.4872 hartree
Total charge = +1
2S+1 = 1

Positions of all 16 atoms, in Å:
C  2.97266  -1.01574  2.48684
C  2.28174  -0.42365  1.57596
C  -1.39778  0.87753  -1.73407
C  -2.26474  0.91964  -2.80260
C  -0.55876  -0.17783  0.26646
N  -1.76864  0.42758  -0.54706
H  3.94584  -1.50308  2.22521
H  2.55276  -1.10788  3.57793
H  -0.29902  0.93251  -1.95823
H  2.71929  -0.40712  0.54417
H  1.30141  -0.07798  1.79031
H  -1.92768  1.40395  -3.77641
H  -3.31833  0.81735  -2.82066
H  -0.66269  -1.22426  -0.02907
H  -0.89252  0.18528  1.26222
H  -2.68354  0.37369  -0.06099

## y
Molecular formula: C5H10N
Method: DFT, ωB97M-V/def2-TZVPD

## Properties
HOMO energy (spin up / spin down) = -0.5476 / -0.4645 hartree
Total charge = +1
2S+1 = 1

Positions of all 16 atoms, in Å:
C  -1.45385  -1.71296  -0.32813
C  -0.92207  -0.85045  0.51335
C  -0.19683  1.67747  0.85838
C  -0.69567  1.61673  -0.59628
C  1.99136  -0.99080  -0.41175
N  -0.70187  0.48713  0.30088
H  -1.61384  -2.67279  0.07061
H  -1.57555  -1.52479  -1.29708
H  -0.84331  -0.99133  1.53234
H  0.81540  1.62052  1.24299
H  -0.83755  2.15746  1.62716
H  -1.68856  2.19800  -0.74001
H  -0.23755  1.58440  -1.48650
H  1.59604  -1.82778  -0.91970
H  2.56807  -0.18195  -0.87387
H  1.97890  -1.07881  0.73773

Stability summary: most stable w, least stable x.

## w
Molecular formula: C16H16O3
Method: DFT, ωB97M-V/def2-TZVPD

## Properties
HOMO energy = -0.2919 hartree
Total charge = 0
SMILES = COc1c2c(c(C=O)c3c(C)coc13)[C@@H](C)CC=C2
2S+1 = 1

Positions of all 35 atoms, in Å:
C  -1.41541  3.09061  1.84495
O  -0.21158  2.88535  1.09616
C  -0.23851  1.66269  0.47705
C  0.51839  0.57804  1.00090
C  0.64304  -0.65475  0.25834
C  -0.12126  -0.77048  -0.99026
C  0.06915  -1.92262  -1.85242
O  -0.02380  -3.07948  -1.44081
C  -0.92779  0.28219  -1.39328
C  -1.94803  0.35194  -2.44188
C  -2.54215  -0.76051  -3.32382
C  -2.53355  1.54317  -2.12103
O  -1.87367  2.33864  -1.25249
C  -1.03414  1.40200  -0.66867
C  1.66611  -1.70817  0.76285
C  2.96546  -1.26168  0.14285
C  1.78446  -1.71011  2.26766
C  1.80840  -0.29301  2.90598
C  1.25812  0.79772  2.22027
H  -1.30504  3.85701  2.63524
H  -1.52517  2.13375  2.37467
H  -2.23506  3.33235  1.21988
H  0.08349  -1.88265  -2.98383
H  -3.55952  -0.44347  -3.60769
H  -1.86837  -0.92955  -4.11549
H  -2.56580  -1.69819  -2.68573
H  -3.42755  1.91798  -2.61945
H  1.43006  -2.68516  0.38169
H  3.29293  -0.34665  0.61492
H  3.70401  -2.02686  0.48896
H  2.91919  -1.25024  -1.00544
H  0.94567  -2.28873  2.73620
H  2.63317  -2.28298  2.58774
H  2.32725  -0.00943  3.85071
H  1.30751  1.83126  2.63527

## x
Molecular formula: C16H16O3
Method: DFT, ωB97M-V/def2-TZVPD

## Properties
HOMO energy = -0.3002 hartree
Total charge = 0
SMILES = CC(C)OC(=O)/C(=C/c1ccco1)c1ccccc1
2S+1 = 1

Positions of all 35 atoms, in Å:
C  -2.65517  -3.21167  -0.40159
C  -1.62313  -2.68513  -1.38802
C  -0.56091  -3.72731  -1.72344
O  -1.00447  -1.54613  -0.77437
C  -0.47997  -0.61786  -1.57981
O  -0.51129  -0.67052  -2.78750
C  0.12755  0.48966  -0.80375
C  0.60968  1.54128  -1.49394
C  1.27690  2.69414  -0.97507
C  1.71937  3.05694  0.28036
C  2.33796  4.31366  0.13640
C  2.23393  4.63460  -1.18618
O  1.60328  3.67021  -1.86072
C  0.13140  0.35182  0.66423
C  0.93522  -0.60059  1.28087
C  0.91890  -0.74263  2.65655
C  0.09293  0.05628  3.42929
C  -0.71683  1.00074  2.82062
C  -0.69804  1.14966  1.44577
H  -3.17246  -4.06601  -0.82839
H  -3.38087  -2.43727  -0.16746
H  -2.16284  -3.51354  0.51930
H  -2.10775  -2.34866  -2.31430
H  0.15612  -3.31183  -2.42750
H  -0.03720  -4.02778  -0.81856
H  -1.02732  -4.59957  -2.17239
H  0.50443  1.52067  -2.57205
H  1.61928  2.48926  1.18161
H  2.79687  4.89905  0.90652
H  2.56007  5.49237  -1.74109
H  1.57886  -1.22292  0.67673
H  1.55104  -1.48118  3.12788
H  0.07845  -0.05823  4.50321
H  -1.36605  1.62305  3.41925
H  -1.32794  1.88546  0.96755

Stability summary: most stable x, least stable w.

## w
Molecular formula: C2H3OP
Method: DFT, ωB97M-V/def2-TZVPD

## Properties
HOMO energy = -0.3330 hartree
Total charge = 0
2S+1 = 1

Positions of all 7 atoms, in Å:
C  -0.20343  0.91525  -0.16988
C  0.38219  -0.47709  -0.25554
O  -0.81011  -1.15928  -0.14987
P  -1.76349  0.32608  0.07715
H  0.23105  1.90252  0.01712
H  1.03332  -1.05645  -0.75183
H  1.13046  -0.45104  1.23285

## x
Molecular formula: C2H3OP
Method: DFT, ωB97M-V/def2-TZVPD

## Properties
HOMO energy = -0.3263 hartree
Total charge = 0
2S+1 = 1

Positions of all 7 atoms, in Å:
C  0.68287  -0.06147  0.58558
C  1.50404  -0.81053  0.08038
O  -0.90282  0.65333  -1.56824
P  -1.34675  1.00002  -0.19123
H  0.22800  -0.16579  1.59637
H  -2.65835  0.69950  -0.20986
H  2.49300  -1.31507  -0.29298

Stability summary: most stable w, least stable x.